# 1
{"formula": "C36H61BN8OS4Sc", "method": "the ωB97M-V functional and the def2-TZVPD basis", "species": ["Sc", "C", "C", "C", "C", "N", "N", "B", "N", "N", "C", "C", "C", "C", "C", "S", "C", "C", "C", "C", "N", "N", "C", "C", "C", "C", "C", "S", "C", "C", "C", "C", "C", "S", "C", "C", "C", "C", "H", "H", "H", "H", "H", "H", "H", "H", "H", "H", "H", "H", "H", "H", "H", "H", "H", "H", "H", "H", "H", "H", "H", "H", "H", "H", "H", "H", "H", "H", "H", "H", "H", "H", "H", "H", "H", "H", "H", "C", "N", "C", "C", "S", "N", "C", "C", "H", "H", "H", "H", "H", "H", "H", "H", "H", "H", "H", "H", "C", "C", "O", "C", "C", "H", "H", "H", "H", "H", "H", "H", "H", "H", "H"], "xyz": [[0.2272, 2.8520, 1.0404], [4.3335, 0.2511, -0.5175], [3.0388, -0.4700, -0.7388], [2.8965, -1.4487, -1.6768], [1.6635, -2.1122, -1.8774], [0.6166, -1.8024, -1.1481], [0.7721, -0.8512, -0.2107], [-0.4754, -0.6435, 0.6480], [-1.5841, 0.2716, 0.0844], [-1.8532, -1.0491, 0.0675], [-3.0199, -1.5522, -0.2485], [-3.9525, -0.5899, -0.7315], [-3.6855, 0.7480, -0.7849], [-4.6881, 1.7334, -1.2966], [-2.4089, 1.2254, -0.2943], [-2.0115, 2.8808, -0.2047], [-3.3031, -3.0211, -0.0050], [-2.1871, -3.8757, -0.6130], [-4.6557, -3.4229, -0.5897], [-3.3269, -3.2087, 1.5254], [-0.2857, -0.9012, 2.1310], [0.1654, -2.1664, 2.2086], [0.4311, -2.6520, 3.3944], [0.2075, -1.8568, 4.5441], [-0.2667, -0.5810, 4.4549], [-0.5032, 0.2648, 5.6711], [-0.5017, -0.0702, 3.1487], [-1.0720, 1.5477, 2.9106], [0.9974, -4.0666, 3.4321], [2.3746, -4.0354, 2.7508], [0.0627, -5.0020, 2.6545], [1.1464, -4.5683, 4.8693], [1.8911, -0.1674, 0.0309], [1.9406, 0.9733, 1.3440], [1.4780, -3.2300, -2.9017], [2.6913, -3.3465, -3.8260], [0.2278, -2.9500, -3.7466], [1.3130, -4.5483, -2.1273], [5.0656, -0.0467, -1.2650], [4.1818, 1.3305, -0.5653], [4.7353, 0.0282, 0.4729], [3.7441, -1.7129, -2.2937], [-4.9236, -0.9427, -1.0532], [-5.5480, 1.2283, -1.7291], [-5.0284, 2.3773, -0.4817], [-4.2383, 2.3879, -2.0451], [-2.1834, -3.8127, -1.7034], [-1.2051, -3.5744, -0.2459], [-2.3532, -4.9182, -0.3373], [-4.7166, -3.2322, -1.6638], [-4.7862, -4.4950, -0.4438], [-5.4898, -2.9247, -0.0911], [-2.3443, -3.0191, 1.9660], [-4.0651, -2.5586, 2.0009], [-3.5995, -4.2418, 1.7452], [0.4199, -2.2715, 5.5195], [-0.3834, -0.3257, 6.5762], [0.2059, 1.0944, 5.6991], [-1.5035, 0.6977, 5.6605], [2.2912, -3.6722, 1.7231], [3.0748, -3.3968, 3.2948], [2.7920, -5.0427, 2.7252], [-0.0366, -4.6890, 1.6126], [0.4725, -6.0125, 2.6698], [-0.9320, -5.0391, 3.1063], [1.8577, -3.9714, 5.4448], [0.1913, -4.5885, 5.4001], [1.5269, -5.5889, 4.8512], [2.8897, -2.4173, -4.3663], [3.5961, -3.6448, -3.2928], [2.4951, -4.1175, -4.5710], [0.4058, -2.1336, -4.4519], [-0.0283, -3.8365, -4.3279], [-0.6297, -2.6894, -3.1238], [2.2058, -4.7769, -1.5398], [0.4577, -4.5089, -1.4536], [1.1592, -5.3672, -2.8313], [0.7751, 3.0066, -5.2641], [0.4041, 2.8753, -3.8439], [-0.5492, 1.8010, -3.5741], [1.1028, 3.4634, -2.8685], [1.3512, 2.6031, -1.3716], [1.6678, 4.6501, -3.0857], [2.7947, 5.1719, -2.3040], [1.1747, 5.5970, -4.0999], [0.8432, 2.0014, -5.6792], [1.7467, 3.4796, -5.3582], [0.0342, 3.5667, -5.8318], [-1.3379, 1.8578, -4.3233], [-0.9829, 1.9262, -2.5864], [-0.0663, 0.8223, -3.6420], [3.2255, 4.3928, -1.6873], [2.4659, 6.0028, -1.6810], [3.5471, 5.5413, -2.9994], [0.1791, 5.3182, -4.4262], [1.8450, 5.6629, -4.9549], [1.1242, 6.5769, -3.6276], [0.2956, 5.9918, -0.0240], [-0.5359, 5.9171, 1.2220], [-0.2061, 4.6951, 1.9785], [-0.5153, 4.7820, 3.4325], [0.7148, 4.4467, 4.2269], [0.0273, 6.8997, -0.5664], [0.1181, 5.1575, -0.7067], [1.3587, 6.0358, 0.2115], [-1.6024, 5.8850, 1.0062], [-0.3354, 6.7512, 1.8886], [-1.3467, 4.1106, 3.6244], [-0.8472, 5.8009, 3.6120], [1.0971, 3.4519, 3.9859], [0.4621, 4.4429, 5.2884], [1.5033, 5.1811, 4.0664]], "forces_ev_per_a": [[-0.3, -0.5, -0.6], [-0.1, 0.0, 0.0], [0.3, 0.1, 0.1], [0.0, -0.1, -0.2], [-0.1, -0.1, -0.1], [0.2, 0.2, 0.0], [-0.6, -0.2, 0.1], [-0.1, 0.1, 0.0], [0.4, -0.3, 0.1], [0.2, 0.1, 0.1], [0.0, 0.0, 0.0], [-0.1, -0.2, 0.0], [-0.1, 0.3, -0.1], [0.1, -0.1, 0.1], [-0.2, 0.2, 0.0], [-0.1, -0.1, 0.1], [0.0, 0.1, 0.0], [0.0, 0.0, 0.0], [0.0, 0.0, -0.1], [0.0, 0.0, 0.0], [-0.1, 0.0, -0.5], [0.0, 0.1, 0.2], [0.1, -0.1, 0.0], [0.0, -0.1, 0.1], [-0.1, 0.2, 0.2], [0.0, -0.1, -0.1], [0.0, 0.1, 0.2], [0.2, 0.1, -0.3], [0.0, 0.0, 0.0], [0.0, 0.0, 0.0], [-0.1, 0.0, 0.0], [0.0, 0.0, 0.0], [0.1, 0.1, 0.2], [0.1, 0.2, 0.0], [0.0, 0.0, 0.0], [0.0, 0.0, -0.1], [-0.1, 0.1, 0.0], [0.0, 0.0, 0.0], [0.0, 0.0, 0.0], [0.0, 0.0, 0.0], [0.0, 0.0, 0.0], [0.0, 0.0, 0.0], [0.0, 0.0, 0.0], [0.0, 0.0, 0.0], [0.0, 0.0, 0.0], [0.0, 0.0, 0.0], [0.0, 0.0, 0.0], [0.0, 0.0, 0.0], [0.0, 0.0, 0.0], [0.0, 0.0, 0.0], [0.0, 0.0, 0.0], [0.0, 0.0, 0.0], [0.0, 0.0, 0.0], [0.0, 0.0, 0.0], [0.0, 0.0, 0.0], [0.0, 0.0, 0.0], [0.0, 0.0, 0.0], [0.0, 0.0, 0.0], [0.0, 0.0, 0.0], [0.0, 0.0, 0.0], [0.0, 0.0, 0.0], [0.0, 0.0, 0.0], [0.0, 0.0, 0.1], [0.0, 0.0, 0.0], [0.0, 0.0, 0.0], [0.0, 0.0, 0.0], [0.0, 0.0, 0.0], [0.0, 0.0, 0.0], [0.0, 0.0, 0.0], [0.0, 0.0, 0.0], [0.0, 0.0, 0.0], [0.0, 0.0, 0.1], [0.0, 0.0, 0.0], [0.0, -0.1, 0.0], [0.0, 0.0, 0.0], [0.0, 0.0, 0.0], [0.0, 0.0, 0.0], [0.0, -0.1, 0.1], [0.0, 0.0, -0.1], [0.1, 0.0, 0.0], [-0.2, 0.2, 0.0], [0.2, -0.1, 0.5], [0.1, 0.1, 0.0], [-0.1, -0.1, -0.1], [0.0, -0.1, 0.2], [0.0, 0.0, 0.0], [0.0, 0.0, 0.0], [0.0, 0.0, 0.0], [0.0, 0.0, 0.0], [0.0, 0.0, -0.1], [0.0, 0.0, 0.0], [0.0, 0.0, 0.0], [0.0, 0.0, 0.0], [0.0, 0.0, 0.0], [0.0, 0.0, 0.0], [0.0, 0.0, 0.0], [0.0, 0.0, 0.0], [0.1, 0.0, -0.1], [-0.1, -0.2, 0.2], [0.2, 0.0, 0.0], [0.0, 0.1, -0.2], [0.1, 0.0, 0.1], [0.0, 0.0, 0.0], [-0.1, -0.1, 0.0], [0.0, 0.0, 0.1], [-0.1, 0.0, 0.0], [0.1, 0.1, 0.0], [0.0, -0.1, 0.0], [0.0, 0.0, 0.0], [0.0, 0.0, 0.0], [0.0, 0.0, 0.0], [0.0, 0.0, 0.0]], "e_above_lowest_kcal_mol": 16.8, "homo_energy_ev": -16.125, "homo_lumo_gap_ev": 7.8, "lumo_ev": -8.307, "total_energy_ha": -4299.31403, "spin_multiplicity": 1, "total_charge": 3}

# 2
{"formula": "C3H4OS", "method": "the ωB97M-V functional and the def2-TZVPD basis", "species": ["C", "C", "C", "O", "S", "H", "H", "H", "H"], "xyz": [[-0.5345, 1.3093, 0.2260], [-0.5381, -0.1591, -0.2704], [0.7951, -0.8038, 0.0301], [0.3702, 1.7541, 0.8132], [-1.5763, -1.0291, -1.2683], [-1.4613, 1.7367, 0.0723], [1.4121, 0.0558, -0.0405], [0.9053, -1.5976, -0.6391], [0.6276, -1.2663, 1.0768]], "forces_ev_per_a": [[-1.7, -3.6, -1.0], [0.4, -1.9, -1.9], [-2.8, 0.1, 2.4], [2.2, 1.4, 1.2], [0.6, 2.2, 1.7], [-2.2, 1.9, -0.4], [1.7, -0.1, 0.4], [0.8, -1.0, -1.0], [1.0, 1.0, -1.3]], "e_above_lowest_kcal_mol": 36.3, "homo_energy_ev": -9.032, "homo_lumo_gap_ev": 7.6, "smiles": "CC(=S)C=O", "lumo_ev": -1.467, "total_energy_ha": -590.06679, "spin_multiplicity": 1}

# 3
{"formula": "H33O17", "method": "the ωB97M-V functional and the def2-TZVPD basis", "species": ["O", "H", "H", "O", "H", "H", "O", "H", "H", "O", "H", "H", "O", "H", "O", "H", "H", "O", "H", "H", "O", "H", "H", "O", "H", "H", "O", "H", "H", "O", "H", "H", "O", "H", "H", "O", "H", "H", "O", "H", "H", "O", "H", "H", "O", "H", "H", "O", "H", "H"], "xyz": [[-2.0183, -1.8953, -1.2371], [-2.7887, -2.2383, -1.7243], [-2.4951, -1.6560, -0.3706], [-1.1210, -0.6592, -4.8969], [-0.4981, -1.0936, -4.3166], [-1.5893, -0.1323, -4.4726], [0.4216, -3.3907, 3.0381], [-0.5012, -3.7332, 3.1557], [0.9976, -3.1735, 3.6752], [-2.8558, 1.2770, -0.6096], [-2.2468, 0.9225, 0.2229], [-3.1222, 0.2244, -0.8153], [2.8969, 0.7920, 0.2612], [0.5162, -2.8118, -3.0725], [4.1412, -1.3575, -2.5401], [-2.0103, -0.3331, 2.3750], [4.0212, -0.9382, -1.6791], [0.9078, 0.3874, 2.2835], [1.9521, 3.6631, -1.3561], [0.0788, 0.3313, 1.7675], [-0.9085, 4.5997, 3.4584], [-1.2995, 4.1653, 2.7333], [2.4046, 1.1174, 0.9625], [1.6466, 4.4354, -1.8135], [1.4909, -0.2574, 2.0444], [-0.6036, -2.6775, -2.0419], [0.5371, 1.3482, -0.1389], [0.0213, 0.6277, -0.1975], [1.2017, 4.9312, -1.0852], [3.4290, 3.2761, 2.6327], [3.8205, 3.5663, 1.8004], [0.5185, 1.8965, -0.9071], [-0.3327, -2.6833, -2.8543], [-2.0972, -4.8870, 1.1229], [-1.2455, 2.5442, -1.7524], [-3.2650, -2.1082, 0.6757], [-4.1037, -1.9278, 1.1697], [3.5074, 0.0820, 0.5030], [1.4957, -1.7897, 0.2714], [1.5799, -1.3953, -0.5391], [0.6631, -1.7814, 0.6794], [-1.7269, -0.3479, 1.4843], [-2.5527, -0.9884, 1.1643], [-0.0470, 4.8736, 3.0639], [-0.4602, 2.6474, -2.2535], [2.6563, 2.7762, 2.3099], [-0.5549, 3.3910, -2.7575], [-2.5201, -4.3059, 1.8005], [-3.0762, -3.7160, 1.3181], [5.1344, -1.5973, -2.5424]], "forces_ev_per_a": [[-0.4, 0.8, -0.7], [0.6, 0.1, 0.1], [0.4, -1.0, -1.0], [6.5, -7.2, -6.9], [-0.2, -0.2, 0.6], [-6.5, 7.4, 6.4], [-3.8, -1.6, -5.1], [1.5, 0.7, 0.7], [2.1, 0.9, 4.2], [1.1, -5.6, 2.1], [-1.8, 1.6, -2.2], [0.8, 4.2, 0.1], [3.1, -1.0, -3.1], [4.7, -0.9, -0.2], [2.5, -0.6, 0.1], [0.1, 0.5, 1.9], [-0.1, 0.1, -0.1], [-2.4, 3.2, 1.8], [0.3, -0.9, 0.2], [0.6, -0.4, 0.4], [1.9, 1.3, 0.5], [-1.1, -1.1, -1.3], [-1.7, 0.3, 2.2], [-0.5, 1.6, 0.8], [1.9, -3.0, -1.3], [-2.0, 0.3, 7.8], [2.7, 4.0, 1.7], [-3.0, -3.7, -1.0], [0.4, -0.5, -1.0], [-0.5, -0.1, -0.6], [0.2, 0.0, 0.1], [-0.6, 0.0, -1.2], [-2.1, 0.6, -8.1], [-0.6, 0.9, 0.8], [-1.6, -0.5, 0.8], [-3.0, 0.7, 2.4], [0.8, -0.1, -0.9], [-0.5, 0.5, 0.7], [2.5, -2.2, 2.7], [-0.6, 1.8, -2.9], [-2.1, 0.1, 0.2], [-0.7, 0.0, -1.5], [1.4, -0.4, -0.2], [-0.8, -0.2, 0.7], [1.3, -2.7, 1.0], [0.3, 0.1, 0.5], [-0.2, 3.0, -2.0], [1.6, -2.8, 0.6], [-0.4, 1.6, -1.0], [-2.5, 0.6, 0.0]], "e_above_lowest_kcal_mol": 136.4, "homo_energy_ev": -6.763, "homo_lumo_gap_ev": 9.0, "lumo_ev": 2.241, "total_energy_ha": -1298.77696, "spin_multiplicity": 1, "total_charge": -1}

# 4
{"formula": "C7H14N", "method": "the ωB97M-V functional and the def2-TZVPD basis", "species": ["C", "C", "C", "C", "C", "C", "C", "N", "H", "H", "H", "H", "H", "H", "H", "H", "H", "H", "H", "H", "H", "H"], "xyz": [[-0.9285, -0.8531, -1.1552], [-1.3455, -0.9200, 0.1023], [-0.8313, 0.3777, -0.3386], [-1.8509, -1.5748, 1.2651], [-1.7065, 2.0423, -0.7671], [2.5670, -0.2000, -0.7759], [1.6773, -0.3042, 0.4100], [0.5528, 0.7677, 0.1904], [-0.7478, -1.4365, -1.9996], [-2.0345, -2.7252, 1.0934], [-2.8337, -1.1720, 1.6990], [-1.0591, -1.5715, 1.9893], [-0.9691, 2.7744, -0.3168], [-2.5545, 2.0782, -0.1398], [-1.8779, 1.8625, -1.8689], [3.3288, -0.9522, -0.5569], [1.9611, -0.5280, -1.6786], [3.1054, 0.7457, -0.8408], [2.1668, 0.0281, 1.3076], [1.2347, -1.3629, 0.6457], [1.0451, 1.5248, -0.4377], [0.2658, 1.4155, 1.0789]], "forces_ev_per_a": [[-0.7, 0.6, 3.2], [0.2, 1.3, -2.4], [-1.0, 2.2, -1.9], [-2.2, -3.2, 1.0], [3.4, -3.6, 0.7], [-0.2, -1.9, -0.6], [-2.0, -0.1, 1.1], [0.4, 3.6, 1.5], [0.2, -0.4, -1.4], [0.2, 2.2, 0.0], [1.6, -0.2, -0.7], [0.2, 0.3, 0.9], [-0.8, -0.4, -1.5], [-1.2, -0.1, 0.2], [0.3, 1.0, 1.4], [0.2, -0.1, -0.6], [1.2, 0.7, 0.7], [-0.4, 0.1, -0.3], [0.3, 0.0, 0.4], [0.6, 2.2, -0.8], [-1.5, -1.8, 1.1], [1.3, -2.3, -2.1]], "e_above_lowest_kcal_mol": 88.0, "homo_energy_ev": -13.423, "homo_lumo_gap_ev": 10.3, "lumo_ev": -3.095, "total_energy_ha": -329.46724, "spin_multiplicity": 1, "total_charge": 1}

# 5
{"formula": "C3H7NO4", "method": "the ωB97M-V functional and the def2-TZVPD basis", "species": ["C", "N", "C", "C", "O", "O", "O", "H", "H", "H", "H", "H", "H", "H", "O"], "xyz": [[0.2835, -1.2846, 1.8095], [0.3537, -1.7158, 0.5075], [-0.5379, -1.1551, -0.4703], [0.1111, -0.0194, -1.2071], [1.3607, -0.3487, -1.6154], [-0.3323, 1.0126, -1.6317], [1.0653, -1.7061, 2.6260], [-0.5718, -0.6171, 1.9794], [0.8653, -2.5197, 0.1949], [-1.0045, -1.7720, -1.2434], [-1.4577, -0.7420, -0.0614], [1.8768, 0.3580, -2.0220], [-0.2710, 3.6970, 0.9999], [-0.6928, 3.1405, -0.2959], [-1.0484, 3.6726, 0.4301]], "forces_ev_per_a": [[1.0, -1.7, -0.6], [-1.7, 0.2, -0.8], [-0.8, 1.3, -0.1], [1.7, 0.8, -2.6], [0.6, -1.5, 1.0], [-1.3, 0.4, 1.0], [-0.4, 0.6, 0.6], [0.2, 0.3, 0.2], [0.6, 0.0, 0.6], [0.8, -0.8, 0.1], [0.1, 0.2, 0.7], [-0.7, 0.3, 0.0], [-0.2, 0.3, 0.3], [-0.5, 0.0, -0.2], [0.7, -0.3, -0.1]], "e_above_lowest_kcal_mol": 32.9, "homo_energy_ev": -10.233, "homo_lumo_gap_ev": 10.6, "smiles": "O=CNCC(=O)O.O", "lumo_ev": 0.375, "total_energy_ha": -474.23384, "spin_multiplicity": 1}

What did the fifth record say?
{"formula": "C3H7NO4", "method": "the ωB97M-V functional and the def2-TZVPD basis", "species": ["C", "N", "C", "C", "O", "O", "O", "H", "H", "H", "H", "H", "H", "H", "O"], "xyz": [[0.2835, -1.2846, 1.8095], [0.3537, -1.7158, 0.5075], [-0.5379, -1.1551, -0.4703], [0.1111, -0.0194, -1.2071], [1.3607, -0.3487, -1.6154], [-0.3323, 1.0126, -1.6317], [1.0653, -1.7061, 2.6260], [-0.5718, -0.6171, 1.9794], [0.8653, -2.5197, 0.1949], [-1.0045, -1.7720, -1.2434], [-1.4577, -0.7420, -0.0614], [1.8768, 0.3580, -2.0220], [-0.2710, 3.6970, 0.9999], [-0.6928, 3.1405, -0.2959], [-1.0484, 3.6726, 0.4301]], "forces_ev_per_a": [[1.0, -1.7, -0.6], [-1.7, 0.2, -0.8], [-0.8, 1.3, -0.1], [1.7, 0.8, -2.6], [0.6, -1.5, 1.0], [-1.3, 0.4, 1.0], [-0.4, 0.6, 0.6], [0.2, 0.3, 0.2], [0.6, 0.0, 0.6], [0.8, -0.8, 0.1], [0.1, 0.2, 0.7], [-0.7, 0.3, 0.0], [-0.2, 0.3, 0.3], [-0.5, 0.0, -0.2], [0.7, -0.3, -0.1]], "e_above_lowest_kcal_mol": 32.9, "homo_energy_ev": -10.233, "homo_lumo_gap_ev": 10.6, "smiles": "O=CNCC(=O)O.O", "lumo_ev": 0.375, "total_energy_ha": -474.23384, "spin_multiplicity": 1}

Q: Which formula does entry 3 have?
A: H33O17

Q: Which formula does entry 2 have?
A: C3H4OS